1.
14
Properties=species:S:1:pos:R:3 method="wB97M-V/def2-TZVPD" relative_energy_kcal_mol=136.9 homo_lumo_gap_ev="8.011 / 6.799" total_energy_ev=-16523.8738
C -0.75679 1.73592 1.11117
H 1.59052 -2.05345 0.47516
H -1.87308 -0.72523 -1.29255
H 2.64252 0.16290 -0.33996
H -2.98772 0.35244 -0.61029
C -0.63335 -1.53242 0.68665
N -1.99521 0.28025 -0.97352
C 0.66319 0.03146 -0.45143
P -0.94624 0.29934 0.24338
H -0.59534 1.81775 2.19018
H -1.27728 -2.39183 0.92741
C 0.65823 -1.36247 0.26344
H 1.84769 1.73841 -0.59625
N 1.77320 0.71134 -0.67606


2.
14
Properties=species:S:1:pos:R:3 method="wB97M-V/def2-TZVPD" relative_energy_kcal_mol=67.7 homo_lumo_gap_ev="7.668 / 7.668" total_energy_ev=-18067.4586 charge=+1
H 0.76054 -2.18084 0.02867
H 0.14104 -1.25728 1.46098
H -1.85474 1.04043 -0.78074
C -1.13141 0.65739 -0.05835
H -1.61116 0.64868 0.92786
H -0.20791 2.65422 0.08887
C 0.03689 1.60118 0.02712
C 1.77360 0.07330 0.08780
C 0.35944 -1.24996 0.40222
N 1.26338 1.29271 0.05687
N -0.75189 -0.73586 -0.41668
H -0.45220 -0.76604 -1.39957
S 3.26208 -0.44196 -0.09154
H -1.58767 -1.33597 -0.33350